{"formula": "C3H7FS", "method": "ωB97M-V with the def2-TZVPD basis set", "species": ["C", "C", "C", "H", "H", "H", "H", "H", "H", "H", "F", "S"], "xyz": [[0.83115, 1.34751, 0.22514], [0.59925, -0.19648, 0.15723], [-0.53291, -0.45282, -0.73505], [1.82407, 1.61626, 0.60556], [0.07019, 1.71197, 0.98396], [0.78808, 1.90449, -0.78057], [1.29690, -0.97852, -0.11703], [-1.37717, 0.25800, -0.86116], [-0.39985, -1.08848, -1.68245], [-2.04790, -1.50818, 0.91501], [0.38963, -0.69084, 1.48810], [-1.44143, -1.92291, -0.19874]], "mulliken_charge": [-1.1400, 0.5575, -0.7776, 0.3073, 0.3175, 0.3085, 0.3004, 0.3644, 0.2050, 0.1109, -0.3145, -0.2393], "e_homo_ev": -9.06, "e_lumo_ev": 0.95, "charge": 0, "smiles": "C[C@@H](F)CS", "homo_lumo_gap_ev": 10.01, "de_lowest_kcal_mol": 26.3}


{"formula": "C32H47AsClN2O8PS3Tc", "method": "ωB97M-V with the def2-TZVPD basis set", "species": ["Tc", "C", "O", "C", "O", "N", "N", "H", "H", "H", "H", "H", "H", "C", "C", "S", "O", "C", "C", "H", "H", "H", "H", "H", "H", "H", "H", "H", "H", "C", "C", "C", "O", "P", "S", "S", "O", "C", "C", "C", "H", "H", "H", "H", "H", "H", "H", "H", "H", "H", "H", "H", "H", "H", "Cl", "C", "C", "O", "O", "H", "H", "O", "As", "C", "C", "C", "C", "C", "C", "C", "C", "C", "C", "C", "C", "C", "C", "C", "C", "C", "C", "H", "H", "H", "H", "H", "H", "H", "H", "H", "H", "H", "H", "H", "H", "H"], "xyz": [[-0.14572, 0.89536, 0.91074], [3.44472, 2.47325, 3.81126], [3.33270, 2.63524, 2.31377], [2.35285, 2.13947, 1.65512], [1.40487, 1.49370, 2.15406], [2.34920, 2.49351, 0.34433], [1.22653, 1.92805, -0.36056], [4.37506, 2.85480, 4.18303], [3.58860, 1.41847, 3.96635], [2.71840, 3.07025, 4.39568], [2.97540, 3.17585, -0.06093], [1.50538, 1.19019, -1.05214], [0.68657, 2.54255, -1.00259], [-3.74030, 3.22642, 0.27826], [-2.84438, 4.37612, 0.81727], [-1.60651, 3.65609, 1.99333], [-0.95106, 2.71053, 1.05233], [-0.38045, 4.98268, 2.17079], [0.27975, 5.44254, 0.89305], [-4.48584, 3.57201, -0.43300], [-4.36207, 2.75802, 1.02189], [-3.08618, 2.45871, -0.21948], [-3.46755, 5.03128, 1.46684], [-2.27206, 4.81529, 0.00686], [0.32860, 4.55322, 2.86163], [-0.84169, 5.80403, 2.66681], [0.58662, 4.52820, 0.27573], [1.28922, 5.77666, 1.14998], [-0.30464, 6.20844, 0.38536], [-3.48724, -0.92420, -3.92677], [-2.86500, 0.42897, -4.19147], [-2.99099, 0.82977, -5.63463], [-1.43083, 0.39031, -3.87039], [-0.73977, 1.11900, -2.56046], [-0.82311, 3.08065, -2.63057], [-1.51810, 0.23271, -0.90315], [0.74650, 0.49825, -2.72991], [1.64295, 0.67065, -3.90510], [1.10124, -0.05332, -5.18530], [2.05809, 2.07767, -4.22425], [-4.54676, -0.92023, -3.91912], [-3.16555, -1.32752, -2.95496], [-3.12541, -1.58370, -4.73472], [-3.35898, 1.16870, -3.54353], [-2.42095, 0.10869, -6.24836], [-2.49790, 1.84256, -5.65592], [-4.03934, 0.99094, -5.99895], [2.57542, 0.20385, -3.54721], [0.24286, 0.43421, -5.61065], [0.88965, -1.09280, -4.92731], [1.82276, -0.07257, -5.99499], [1.22810, 2.71733, -4.45124], [2.74888, 2.06291, -5.08891], [2.52011, 2.56235, -3.38804], [-1.43206, -0.91970, 5.28978], [-2.71056, -0.02314, 4.32629], [-2.33450, 0.43752, 2.92872], [-3.14091, 1.11089, 2.33494], [-1.14050, 0.12058, 2.48252], [-2.87794, 0.85985, 4.88745], [-3.57690, -0.68434, 4.20409], [1.02168, -0.67977, 0.53283], [0.88975, -2.38980, 0.94201], [-0.93475, -3.04586, 0.91680], [-1.53906, -3.40635, -0.29370], [-2.90500, -3.67956, -0.24592], [-3.65591, -3.45987, 0.89234], [-3.06413, -3.03983, 2.07426], [-1.69676, -2.94230, 2.05652], [1.57439, -2.85658, 2.73536], [1.43269, -4.02195, 3.44843], [2.03417, -4.32569, 4.68127], [2.74468, -3.27081, 5.22263], [2.75011, -2.03970, 4.64868], [2.35466, -1.85919, 3.31421], [2.08740, -3.15148, -0.33967], [2.36874, -2.41723, -1.47465], [3.28931, -2.90351, -2.37526], [3.77056, -4.17627, -2.25861], [3.42883, -4.91809, -1.13464], [2.59564, -4.44062, -0.15943], [-0.87835, -3.65237, -1.17172], [-3.32469, -3.98407, -1.22670], [-4.75798, -3.52299, 0.87856], [-3.63859, -2.88979, 2.94869], [-1.21235, -2.55338, 2.90610], [0.78924, -4.87321, 3.12181], [1.93042, -5.27926, 5.18760], [3.13761, -3.38257, 6.23001], [3.36775, -1.18868, 5.10020], [2.52180, -0.95677, 2.66431], [1.97751, -1.41612, -1.67683], [3.60015, -2.23426, -3.18617], [4.43716, -4.69854, -3.00161], [3.71537, -5.91470, -1.00086], [2.47865, -4.98658, 0.76952]], "mulliken_charge": [1.8807, -0.5569, -0.5274, 0.6135, -0.4699, -0.2506, 0.0472, 0.2915, 0.1929, 0.2944, 0.2841, 0.2464, 0.0589, -1.0619, -0.5254, 0.2880, -0.0930, -0.5075, -0.8942, 0.4673, 0.3014, 0.0613, 0.5293, 0.3188, 0.2978, 0.5923, -0.0425, 0.3888, 0.3887, -0.9976, 0.4326, -1.3048, -0.0859, 0.8148, -0.4160, -0.6061, -0.2627, 0.8862, -1.4724, -1.5324, 0.4399, 0.0525, 0.3150, 0.3091, 0.2931, 0.2945, 0.4021, -0.0233, 0.2877, 0.3300, 0.5042, 0.3562, 0.4243, 0.3269, -0.1764, -0.7635, 0.3053, -0.4652, -0.6021, 0.4601, 0.3321, 0.4069, 0.9695, 0.2015, -0.2702, -0.6518, -0.4781, -0.8313, -0.4423, 0.1378, 0.1568, -0.8162, -0.4766, -0.7125, -0.1942, 0.5287, 0.5404, -0.5254, -0.6936, -0.5594, -0.6525, 0.3541, 0.4217, 0.3730, 0.6362, 0.4816, 0.2959, 0.4510, 0.3690, 0.2287, 0.0458, -0.3330, 0.3750, 0.3526, 0.4648, 0.3741], "spin_multiplicity": 4, "e_homo_ev": [-13.60, -13.65], "e_lumo_ev": [-5.65, -6.97], "s2": 3.77, "charge": 2, "homo_lumo_gap_ev": [7.94, 6.69], "de_lowest_kcal_mol": 13.2}


{"formula": "C29H44BrN5OPSiSr", "method": "ωB97M-V with the def2-TZVPD basis set", "species": ["Sr", "C", "C", "C", "C", "C", "Br", "N", "C", "H", "H", "H", "H", "H", "H", "N", "C", "C", "N", "C", "C", "N", "C", "C", "N", "H", "H", "H", "H", "H", "H", "C", "C", "C", "C", "P", "C", "C", "C", "C", "C", "C", "C", "C", "C", "C", "H", "H", "H", "H", "H", "H", "H", "H", "H", "H", "H", "H", "H", "H", "H", "H", "H", "H", "H", "H", "H", "H", "H", "C", "Si", "C", "C", "O", "H", "H", "H", "H", "H", "H", "H", "H", "H"], "xyz": [[0.07078, -0.32202, 0.30337], [-4.83006, 3.59275, 1.15672], [-3.35510, 3.45101, 0.91900], [-2.48109, 4.52676, 1.02097], [-1.13504, 4.35701, 0.75124], [-0.72427, 3.09028, 0.39042], [1.10622, 2.79408, -0.04210], [-1.50938, 2.03394, 0.30863], [-2.80819, 2.22294, 0.57080], [-5.05459, 4.51523, 1.68816], [-5.21221, 2.75330, 1.73492], [-5.36884, 3.61388, 0.20824], [-2.85326, 5.50214, 1.30716], [-0.42937, 5.17112, 0.81670], [-3.43913, 1.34618, 0.50082], [4.69134, -1.24283, 0.05928], [4.98538, 0.08556, -0.11012], [3.78829, 0.70233, -0.29061], [2.76618, -0.21441, -0.23392], [3.34763, -1.37763, -0.02458], [2.61525, -2.62754, 0.07763], [1.30211, -2.69977, 0.02041], [0.99350, -4.03021, 0.14593], [2.13097, -4.76394, 0.27519], [3.15905, -3.85753, 0.22841], [5.36807, -1.96434, 0.23781], [5.99157, 0.46062, -0.08806], [3.62362, 1.74960, -0.46496], [-0.02144, -4.37843, 0.14587], [2.29859, -5.81815, 0.39377], [4.13469, -4.09142, 0.28996], [-4.78347, -4.07857, 0.35962], [-3.28312, -3.82794, 0.21002], [-2.61927, -4.07634, 1.57192], [-2.70322, -4.79892, -0.82268], [-2.82552, -2.05728, -0.24487], [-3.85964, -1.11715, 0.94260], [-3.22543, -0.71859, 2.12186], [-3.92546, -0.04788, 3.11694], [-5.26879, 0.24520, 2.94309], [-5.90968, -0.13142, 1.76904], [-5.21306, -0.81099, 0.78217], [-3.39931, -1.63972, -1.98871], [-3.45273, -0.10860, -2.07705], [-2.27103, -2.11054, -2.92208], [-4.71578, -2.22725, -2.49973], [-4.93545, -5.12332, 0.64134], [-5.33256, -3.90320, -0.56341], [-5.21800, -3.46147, 1.14474], [-2.78504, -5.11405, 1.86909], [-3.04754, -3.43848, 2.34585], [-1.54387, -3.89276, 1.54908], [-2.75980, -5.81628, -0.42981], [-1.65941, -4.58642, -1.05530], [-3.26243, -4.78072, -1.75671], [-2.16778, -0.92040, 2.27200], [-3.41538, 0.24868, 4.02365], [-5.81598, 0.76516, 3.71822], [-6.95858, 0.09430, 1.62713], [-5.73949, -1.11178, -0.11143], [-2.53123, 0.34750, -1.70014], [-4.29094, 0.30784, -1.52126], [-3.55948, 0.18899, -3.12241], [-1.31282, -1.66359, -2.64496], [-2.49938, -1.80646, -3.94584], [-2.15352, -3.19355, -2.91685], [-5.57589, -1.93671, -1.90126], [-4.68592, -3.31343, -2.54914], [-4.88671, -1.86091, -3.51518], [-0.73090, 1.86718, 4.23877], [0.12513, 0.19904, 4.04756], [-0.79294, -1.08032, 5.07457], [1.87066, 0.34238, 4.72290], [0.14690, -0.22742, 2.49377], [-0.92023, 2.13268, 5.28012], [-1.69163, 1.85700, 3.71453], [-0.12426, 2.66302, 3.79971], [-0.81659, -0.81602, 6.13312], [-0.30151, -2.05170, 4.98574], [-1.82646, -1.20679, 4.74357], [1.89502, 0.63977, 5.77254], [2.43991, 1.08048, 4.15299], [2.38422, -0.61775, 4.63680]], "mulliken_charge": [2.4698, -1.1540, 0.1988, -0.6984, -0.5832, 0.0874, -0.2158, 0.5653, -0.3444, 0.4218, 0.1309, 0.3064, 0.4327, 0.4680, 0.4684, -0.0901, -0.7990, -0.3651, 0.1812, -0.2711, 0.1091, 0.3536, -0.0632, -1.1746, -0.0774, 0.1940, 0.4222, 0.3870, 0.2852, 0.4351, 0.1922, -1.6908, 1.7270, -1.8304, -2.0424, 0.7686, 0.6332, -0.3509, -0.3872, -1.3657, -0.6673, 0.1741, 1.8156, -1.7792, -1.7338, -1.8196, 0.5595, 0.2685, 0.2777, 0.5724, 0.3195, 0.2734, 0.5287, 0.3863, 0.3504, 0.4091, 0.4524, 0.4113, 0.4749, -0.0597, 0.2346, 0.2705, 0.6217, 0.2585, 0.5282, 0.3292, 0.2290, 0.3458, 0.5313, -0.9018, 0.0521, -0.9216, -1.1744, -0.9131, 0.4207, 0.1127, 0.2586, 0.3579, 0.2994, 0.2145, 0.3479, 0.2636, 0.2862], "e_homo_ev": -10.96, "e_lumo_ev": -2.09, "charge": 1, "homo_lumo_gap_ev": 8.88, "de_lowest_kcal_mol": 5.1}


{"formula": "C17H20N2O5S", "method": "ωB97M-V with the def2-TZVPD basis set", "species": ["C", "C", "O", "C", "C", "C", "C", "C", "C", "H", "H", "N", "S", "O", "O", "C", "C", "C", "C", "C", "C", "H", "O", "C", "H", "H", "H", "N", "C", "O", "C", "H", "H", "H", "H", "H", "H", "H", "H", "H", "H", "H", "H", "H", "H"], "xyz": [[4.50537, 4.41295, 0.77088], [3.83703, 3.13232, 1.24624], [2.46433, 3.41046, 1.43539], [1.64210, 2.41624, 1.86452], [2.03725, 1.11345, 2.14323], [1.10450, 0.18101, 2.56806], [-0.22769, 0.53050, 2.73670], [-0.62271, 1.83983, 2.46908], [0.29938, 2.76442, 2.03371], [0.00599, 3.78005, 1.82179], [-1.65555, 2.11135, 2.61253], [-1.16775, -0.40422, 3.18413], [-2.65824, -0.57159, 2.42666], [-3.40356, 0.63767, 2.57406], [-3.19596, -1.79216, 2.95369], [-2.21106, -0.81492, 0.71461], [-2.02089, 0.25595, -0.12902], [-1.60493, 0.02395, -1.43117], [-1.38985, -1.27305, -1.87774], [-1.59770, -2.36315, -1.00049], [-1.99970, -2.11926, 0.29991], [-2.18423, -2.90718, 1.01103], [-1.37385, -3.60417, -1.53045], [-1.61137, -4.72797, -0.71180], [-0.94116, -4.74017, 0.15225], [-2.64889, -4.75919, -0.36895], [-1.40880, -5.59461, -1.33914], [-0.98410, -1.58661, -3.17135], [-0.69117, -0.74512, -4.21001], [-0.72973, 0.46007, -4.14395], [-0.30737, -1.50370, -5.46248], [-1.12919, -2.14173, -5.78014], [0.56587, -2.12442, -5.27404], [-0.07916, -0.79499, -6.25295], [-0.90910, -2.58202, -3.33506], [-1.44742, 0.84275, -2.11286], [-2.20878, 1.25464, 0.22584], [-0.78702, -1.30768, 3.42021], [1.42454, -0.82926, 2.78210], [3.06485, 0.80534, 2.03201], [3.96193, 2.33862, 0.49605], [4.28838, 2.79723, 2.19095], [4.05409, 4.74124, -0.16116], [4.37477, 5.19570, 1.51282], [5.56655, 4.24144, 0.61433]], "mulliken_charge": [-1.4230, -0.2715, -0.3835, 0.6000, -0.4231, -0.9687, 0.4018, -0.3244, -0.6036, 0.4443, 0.6033, -0.2865, 1.1223, -0.6599, -0.7048, -0.2196, -0.6945, -0.6586, 0.2971, 0.8219, -0.6765, 0.5881, -0.4995, -0.8934, 0.3458, 0.3610, 0.2520, -0.1398, 0.7883, -0.6127, -1.3288, 0.3273, 0.3305, 0.3620, 0.2618, 0.5464, 0.5479, 0.3181, 0.2791, 0.3886, 0.3608, 0.3583, 0.3254, 0.3267, 0.4133], "e_homo_ev": -8.08, "e_lumo_ev": 0.41, "charge": 0, "smiles": "CCOc1ccc(NS(=O)(=O)c2ccc(NC(C)=O)c(OC)c2)cc1", "homo_lumo_gap_ev": 8.50, "de_lowest_kcal_mol": 28.8}